1.
C7H11N | the ωB97M-V functional and the def2-TZVPD basis

Properties
SMILES: C1C[C@@H]2[C@@H]3[C@@H]1CCN32
Energy above the lowest of the compared OMol25 structures with the same formula, charge and spin, kcal per mole: 166.3
M, g mol⁻¹: 109.172
Maximum force, eV Å⁻¹: 6.68
Calculated total energy, eV: -8920.51929

```
19
Properties=species:S:1:pos:R:3:forces:R:3
C 1.866317 -0.216609 0.386392 0.38 -2.16 -0.60
C 1.227709 1.112031 0.810072 0.14 2.79 1.81
C -0.275694 0.716287 1.145577 1.27 5.79 3.08
C -0.502599 -0.590959 0.829809 0.40 -3.59 -0.40
C 0.551192 -0.505773 -0.436968 1.51 -4.15 2.27
C -0.256975 -1.059405 -1.565005 -0.64 0.55 -1.57
C -1.367403 0.057650 -1.176799 -1.54 -0.11 -1.47
N -1.403817 0.361503 0.273530 -2.04 -0.75 -1.21
H 2.701701 -0.271599 -0.427719 -0.78 0.48 2.25
H 1.966983 -0.893213 1.403734 0.32 1.51 -2.85
H 1.799355 1.634193 1.650624 -1.08 -0.89 -0.53
H 1.022276 1.972390 0.115420 1.23 -1.00 -0.22
H -0.748105 1.345912 1.988614 0.97 -1.43 -0.92
H -0.753445 -1.435322 1.600905 0.55 1.17 -2.02
H 0.669690 0.426465 -0.883445 -0.97 1.87 -0.43
H 0.070503 -0.956023 -2.704168 -0.36 0.02 2.59
H -0.717434 -2.033172 -1.426743 0.16 -0.24 -0.01
H -2.328199 -0.408465 -1.468456 0.10 0.50 0.49
H -1.311881 1.008989 -1.721934 0.38 -0.33 -0.24
```
Positions in Å, forces in eV/Å.

=====

2.
C4H10N2OS | the ωB97M-V functional and the def2-TZVPD basis

Properties
Energy above the lowest of the compared OMol25 structures with the same formula, charge and spin, kcal per mole: 210.4
M, g mol⁻¹: 134.204
Maximum force, eV Å⁻¹: 4.33
Calculated total energy, eV: -20164.80105

```
18
Properties=species:S:1:pos:R:3:forces:R:3
O 0.535574 2.166544 -1.394527 -1.86 -3.65 0.44
C 0.591532 1.119634 -0.435817 1.73 -0.57 2.91
N -0.414497 1.255118 0.538835 1.11 -1.03 0.11
C -0.700355 0.045775 1.334667 -0.73 1.39 0.35
C -1.221856 -1.135317 0.545898 0.17 -0.08 0.42
S -2.721669 -2.430542 2.814934 0.48 0.37 -0.75
C 1.478059 0.042381 -0.659030 -0.20 1.72 -1.60
N 1.956417 0.157152 -2.065764 0.18 1.25 1.02
H -1.282109 1.578010 0.132752 0.23 0.59 -0.13
H 0.147912 -0.140770 1.988099 0.01 -0.41 -0.16
H -1.508617 0.406936 1.974331 0.11 -0.32 0.28
H -1.972186 -0.879880 -0.192328 0.19 0.29 -0.46
H -1.869311 -1.779745 1.175181 -0.52 -0.74 1.14
H -0.455202 -1.798661 0.189068 0.10 -0.20 -0.40
H 2.349085 -0.244089 -0.081936 -1.10 -0.82 1.34
H 0.026917 1.202593 -1.575454 -0.28 2.51 -3.52
H 2.569085 -0.582391 -2.387117 0.03 -0.05 0.59
H 2.491221 1.017251 -1.901794 0.34 -0.26 -1.59
```
Positions in Å, forces in eV/Å.